The following is a quantum chemistry calculation of 2 unconnected molecules or ions with the total composition C27H24NOS2 at a distorted geometry, from the OMol25 dataset.

Computed properties:
Total charge ... +1
Electronic energy ... -53589.0449 eV
Max |F| ... 1.36 eV Å⁻¹
LUMO level ... -4.993 eV

XYZ file:
```
55
Properties=species:S:1:pos:R:3:mulliken_charge:R:1
C 5.787 -1.036 1.796 -0.386
C 5.624 0.353 1.799 -0.495
C 4.338 0.896 1.812 -0.589
C 3.204 0.073 1.745 0.295
C 1.863 0.762 1.689 0.852
C 0.739 0.044 1.209 -1.211
N -0.531 0.490 1.542 0.723
C -0.795 1.839 1.611 -0.258
C -2.089 2.335 1.687 -0.809
C -3.138 1.459 1.839 -0.764
C -2.894 0.086 1.910 1.009
C -1.577 -0.429 1.766 0.560
C -1.343 -1.797 1.918 -0.550
C -2.420 -2.681 2.032 -0.775
C -3.734 -2.181 2.143 -0.635
C -3.959 -0.825 2.117 -0.861
O 1.823 1.961 2.086 -0.811
C 3.371 -1.317 1.844 -0.212
C 4.658 -1.871 1.855 -0.692
H 6.777 -1.477 1.742 0.390
H 6.493 1.012 1.779 0.377
H 4.230 1.981 1.846 0.412
H 0.864 -0.971 0.840 0.406
H 0.066 2.495 1.617 0.571
H -2.218 3.414 1.630 0.478
H -4.173 1.802 1.946 0.383
H -0.337 -2.195 1.970 0.562
H -2.259 -3.755 2.058 0.455
H -4.573 -2.868 2.265 0.434
H -4.948 -0.409 2.250 0.438
H 2.476 -1.940 1.899 0.392
H 4.773 -2.956 1.901 0.381
C -3.446 -2.382 -1.450 -0.377
C -3.712 -1.018 -1.322 -0.746
C -2.741 -0.080 -1.655 -0.298
C -1.456 -0.488 -2.072 0.290
C -0.387 0.489 -2.318 1.057
S 1.052 -0.113 -3.023 -0.026
C 2.080 1.332 -3.474 -0.641
C 1.297 2.544 -3.954 -0.676
C 0.485 3.199 -2.855 -0.701
S -0.716 2.131 -1.945 0.095
C -1.244 -1.868 -2.299 -0.547
C -2.216 -2.803 -1.960 -0.847
H -4.183 -3.110 -1.125 0.467
H -4.676 -0.681 -0.935 0.399
H -2.992 0.985 -1.632 0.427
H 2.686 1.530 -2.576 0.392
H 2.726 0.969 -4.282 0.427
H 2.017 3.282 -4.316 0.368
H 0.641 2.254 -4.778 0.311
H 1.123 3.592 -2.042 0.362
H -0.112 4.019 -3.276 0.437
H -0.317 -2.206 -2.774 0.347
H -2.007 -3.868 -2.080 0.410
```

---

The following is a quantum chemistry calculation of a molecular structure, C27H25AsIrN5S2Se, from the OMol25 dataset.

Computed properties:
Total charge ... +3
Electronic energy ... -186521.4150 eV
Energy above the lowest of the compared OMol25 structures with the same formula, charge and spin ... 5.0 kJ/mol
Spin multiplicity ... 6
Max |F| ... 0.56 eV Å⁻¹
LUMO level (alpha / beta) ... -9.406 / -11.662 eV

XYZ file:
```
62
Properties=species:S:1:pos:R:3:mulliken_charge:R:1
Ir -0.170 -0.643 -0.064 1.304
S 0.064 -0.617 2.413 -0.373
C -0.177 0.999 2.917 0.908
C -0.353 1.213 4.307 -0.551
C -0.586 2.482 4.793 -0.743
C -0.641 3.563 3.918 -0.672
C -0.446 3.375 2.539 -0.521
C -0.208 2.118 2.038 0.285
As 0.121 1.836 0.158 0.450
C -0.548 3.316 -0.853 0.431
C -1.885 3.341 -1.243 -0.367
C -2.370 4.443 -1.928 -0.698
C -1.523 5.505 -2.223 -0.523
C -0.189 5.473 -1.838 -0.693
C 0.308 4.376 -1.152 -0.354
C 2.013 1.634 -0.085 0.145
C 2.890 1.507 0.999 -0.254
C 4.241 1.342 0.760 -0.815
C 4.715 1.288 -0.549 -0.501
C 3.842 1.404 -1.628 -0.712
C 2.489 1.569 -1.403 -0.208
H -0.313 0.363 4.976 0.514
H -0.728 2.637 5.853 0.450
H -0.825 4.559 4.297 0.462
H -0.476 4.233 1.877 0.543
H -2.543 2.506 -1.029 0.313
H -3.404 4.474 -2.240 0.432
H -1.906 6.362 -2.760 0.425
H 0.465 6.300 -2.075 0.444
H 1.350 4.350 -0.857 0.456
H 2.526 1.565 2.018 0.411
H 4.931 1.267 1.588 0.462
H 5.775 1.166 -0.729 0.459
H 4.223 1.378 -2.640 0.463
H 1.807 1.675 -2.240 0.480
S 1.696 -1.665 -0.813 -0.237
C 1.428 -3.424 -0.801 0.343
N 1.127 -4.049 0.316 0.085
C 1.069 -5.519 0.410 -0.569
C 1.979 -6.122 -0.646 -0.646
C 1.641 -5.546 -2.009 -0.538
N 1.636 -4.075 -1.924 -0.087
H 1.043 -3.500 1.157 0.162
H 0.033 -5.839 0.279 0.276
H 1.387 -5.795 1.413 0.416
H 1.854 -7.203 -0.665 0.368
H 3.022 -5.916 -0.399 0.314
H 0.661 -5.882 -2.353 0.255
H 2.377 -5.829 -2.759 0.416
H 1.904 -3.539 -2.737 0.242
Se -2.635 -4.117 -2.124 0.371
N -4.224 -3.490 -1.720 -0.676
C -4.050 -2.370 -1.045 0.709
C -5.074 -1.529 -0.529 -0.512
C -4.690 -0.414 0.159 -1.044
C -3.319 -0.116 0.334 0.088
N -2.338 -0.861 -0.133 -0.305
C -2.681 -2.003 -0.817 0.507
N -1.753 -2.806 -1.290 -0.394
H -6.113 -1.787 -0.685 0.503
H -5.417 0.264 0.582 0.448
H -3.035 0.775 0.884 0.653
```

---

The following is a quantum chemistry calculation of 4 unconnected molecules or ions with the total composition C27H25Br2N4O9 at a distorted geometry, from the OMol25 dataset.

Computed properties:
Total charge ... +1
Electronic energy ... -192858.1083 eV
Max |F| ... 5.45 eV Å⁻¹
LUMO level ... -5.527 eV

XYZ file:
```
67
Properties=species:S:1:pos:R:3:mulliken_charge:R:1
C -0.519 0.604 -2.269 -0.589
C 0.522 -0.600 -2.464 -0.481
C 1.901 -0.446 -1.658 -0.545
Br 2.677 -2.309 -1.539 -0.072
C 1.745 0.054 -0.152 0.337
C 1.338 -0.846 1.042 -0.456
C 1.234 -0.280 2.502 0.720
C 0.803 -1.207 3.749 0.219
O 1.140 -1.033 4.946 -0.382
O -0.057 -2.312 3.471 -0.460
C 1.566 1.234 2.696 -0.303
Br 1.569 2.215 4.402 0.018
C 1.964 2.060 1.427 0.114
O 2.304 3.427 1.532 -0.453
N 2.037 1.455 0.108 0.042
H -0.416 1.443 -3.055 0.310
H -1.572 0.160 -2.453 -0.040
H -0.551 1.054 -1.220 0.320
H 0.790 -0.616 -3.589 0.353
H 0.051 -1.632 -2.250 0.274
H 2.708 0.160 -2.210 0.514
H 1.128 -1.954 0.907 0.412
H 0.546 -3.101 3.464 0.366
H 3.274 3.520 1.702 0.378
H 2.316 2.067 -0.675 0.360
C 3.891 -1.703 7.004 -0.458
C 4.302 -0.872 5.966 0.050
C 5.655 -0.602 5.785 -0.414
C 6.588 -1.173 6.647 -0.011
C 6.182 -1.999 7.693 -0.374
C 4.827 -2.262 7.869 -0.449
N 8.015 -0.911 6.444 0.990
O 8.331 -0.166 5.527 -0.599
O 8.806 -1.454 7.198 -0.584
H 2.835 -1.917 7.139 0.423
H 3.567 -0.442 5.301 0.212
H 5.963 0.047 4.973 0.417
H 6.902 -2.444 8.372 0.444
H 4.501 -2.906 8.678 0.381
C -5.137 -2.904 -4.745 -0.428
C -4.726 -2.083 -5.790 -0.537
C -3.374 -1.814 -5.975 -0.277
C -2.441 -2.379 -5.108 0.085
C -2.846 -3.197 -4.055 -0.210
C -4.201 -3.457 -3.876 -0.539
N -1.014 -2.119 -5.314 1.075
O -0.696 -1.383 -6.235 -0.607
O -0.219 -2.657 -4.553 -0.624
H -6.193 -3.116 -4.607 0.403
H -5.460 -1.654 -6.464 0.397
H -3.067 -1.173 -6.794 0.446
H -2.127 -3.636 -3.373 0.424
H -4.527 -4.094 -3.061 0.387
C -5.016 5.436 -1.907 -0.393
C -5.194 4.403 -0.991 -0.487
C -4.814 3.107 -1.321 -0.304
C -4.252 2.857 -2.572 0.055
C -4.078 3.885 -3.496 -0.241
C -4.464 5.178 -3.159 -0.525
N -3.827 1.498 -2.915 1.011
O -4.013 0.613 -2.082 -0.596
O -3.306 1.322 -4.013 -0.517
H -5.309 6.448 -1.644 0.381
H -5.626 4.610 -0.018 0.379
H -4.958 2.311 -0.599 0.440
H -3.646 3.698 -4.474 0.441
H -4.330 5.987 -3.869 0.377
```

---

The following is a quantum chemistry calculation of a molecular structure, C27H25F6IrN5O4S2Se2 at a distorted geometry, from the OMol25 dataset.

Computed properties:
Total charge ... +2
Electronic energy ... -215535.5604 eV
Energy above the lowest of the compared OMol25 structures with the same formula, charge and spin ... 17.9 kJ/mol
Spin multiplicity ... 2
Max |F| ... 1.38 eV Å⁻¹
LUMO level (alpha / beta) ... -6.730 / -8.614 eV

XYZ file:
```
72
Properties=species:S:1:pos:R:3:mulliken_charge:R:1
Ir -0.421 0.288 1.024 1.873
Se 1.500 1.398 4.298 0.088
Se 0.982 -0.784 3.749 0.118
C -0.880 -0.349 3.891 0.461
C -1.599 -0.655 5.023 -0.903
C -2.933 -0.271 5.106 -0.327
C -3.502 0.371 4.021 -1.024
C -2.729 0.608 2.899 -0.141
N -1.424 0.309 2.844 0.356
C 1.776 2.095 2.529 0.217
C 2.746 3.095 2.538 -0.702
C 3.082 3.777 1.388 -0.793
C 2.420 3.415 0.225 -0.809
C 1.479 2.416 0.284 0.929
N 1.131 1.733 1.399 0.374
H -1.113 -1.185 5.830 0.533
H -3.515 -0.492 5.990 0.477
H -4.544 0.655 4.008 0.509
H -3.185 1.020 2.012 0.545
H 3.248 3.314 3.471 0.447
H 3.837 4.551 1.400 0.471
H 2.612 3.891 -0.726 0.560
H 0.942 2.163 -0.610 -0.615
C 3.622 -1.233 0.666 -1.506
C 2.243 -1.451 0.052 1.017
C 2.162 -1.071 -1.395 0.557
C 3.049 -1.651 -2.271 -0.839
C 3.012 -1.356 -3.626 -1.101
C 2.136 -0.377 -4.106 -1.123
C 1.235 0.262 -3.290 0.257
C 0.603 1.508 -3.892 -0.683
C 1.402 2.768 -3.542 -0.987
C 1.144 -0.180 -1.907 0.141
N 0.116 0.225 -1.106 1.053
C -1.044 0.580 -1.732 -1.214
C -1.859 1.458 -1.075 -0.263
C -2.973 2.270 -1.412 -0.883
C -3.192 3.091 -0.335 -0.982
C -2.254 2.734 0.674 -0.570
N -1.456 1.779 0.226 0.260
H 3.574 -1.372 1.747 0.352
H 3.997 -0.228 0.463 0.381
H 4.351 -1.948 0.287 0.434
H 1.516 -0.836 0.564 -0.533
H 1.915 -2.487 0.170 0.340
H 3.763 -2.373 -1.898 0.456
H 3.693 -1.848 -4.308 0.484
H 2.201 -0.081 -5.144 0.492
H -0.439 1.680 -3.636 0.369
H 0.609 1.370 -4.972 0.693
H 1.273 3.045 -2.495 0.026
H 1.056 3.610 -4.140 0.466
H 2.466 2.628 -3.733 0.335
H -1.265 0.168 -2.705 1.402
H -3.486 2.278 -2.361 0.605
H -3.919 3.882 -0.250 0.538
H -2.145 3.153 1.663 0.644
F -2.698 -3.221 3.110 -0.197
C -3.174 -2.947 1.907 0.394
F -3.748 -3.996 1.387 -0.183
F -4.043 -1.945 1.994 -0.190
S -1.717 -2.380 0.859 1.239
O -0.543 -2.267 1.729 -0.635
O -2.004 -0.951 0.446 -0.860
N -1.707 -3.470 -0.188 -0.701
S -0.608 -3.615 -1.373 1.165
O 0.563 -4.292 -0.931 -0.679
O -0.501 -2.382 -2.103 -0.590
C -1.554 -4.776 -2.454 0.533
F -1.771 -5.911 -1.819 -0.184
F -2.705 -4.222 -2.806 -0.198
F -0.808 -4.986 -3.530 -0.179
```

---

The following is a quantum chemistry calculation of 2 unconnected molecules or ions with the total composition C27H25F9NO3S at a distorted geometry, from the OMol25 dataset.

Computed properties:
Total charge ... -1
Electronic energy ... -71303.3687 eV
Max |F| ... 9.50 eV Å⁻¹
LUMO level ... 1.248 eV

XYZ file:
```
66
Properties=species:S:1:pos:R:3:mulliken_charge:R:1
C 2.384 4.249 -4.866 -0.412
C 3.286 3.695 -3.920 -0.131
C 4.299 2.610 -3.153 -0.498
C 3.546 1.715 -2.004 0.257
C 4.261 1.699 -0.492 -0.746
C 3.579 0.859 0.739 0.298
C 2.187 -0.001 0.509 -0.668
C 1.525 0.051 -0.991 -0.436
C 2.121 0.888 -2.283 0.353
C 1.340 0.911 -3.759 0.185
C 0.739 -0.544 -4.165 -1.008
C -0.797 -0.866 -3.769 0.842
F -1.448 -1.460 -4.997 -0.346
F -0.925 -1.948 -2.723 -0.284
C -1.744 0.376 -3.307 0.544
F -1.293 1.059 -2.036 -0.283
F -3.063 -0.253 -2.912 -0.318
C -2.139 1.444 -4.502 0.508
F -1.168 1.518 -5.615 -0.241
F -3.419 0.920 -5.112 -0.285
C -2.558 2.951 -3.910 0.619
F -3.515 2.847 -2.745 -0.223
F -3.362 3.644 -4.986 -0.254
F -1.368 3.778 -3.597 -0.202
N 1.471 -0.788 1.584 0.576
C 2.009 -2.193 1.744 -0.363
C 0.933 -3.389 1.400 -0.695
C -0.570 -3.152 2.039 -0.288
O -0.562 -3.315 3.510 -0.391
C -1.893 -3.063 4.092 -0.382
C 1.400 -0.030 2.891 -0.278
C -0.033 -0.026 3.692 -0.253
C -0.279 0.783 5.110 -0.610
C 1.034 1.583 5.751 -0.300
C 2.513 1.622 4.996 -0.395
C 2.665 0.827 3.562 0.500
S 4.267 0.808 2.521 -0.275
H 1.789 4.710 -5.791 0.316
H 5.097 3.297 -2.591 0.318
H 4.933 1.975 -3.927 0.328
H 5.261 2.301 -0.293 0.138
H 0.519 -0.535 -1.153 0.132
H 2.202 1.162 -4.546 0.376
H 0.595 1.810 -3.786 -0.011
H 1.422 -1.363 -3.630 0.390
H 0.883 -0.731 -5.321 0.333
H 2.909 -2.330 0.984 0.304
H 2.404 -2.289 2.854 0.395
H 0.843 -3.640 0.248 0.266
H 1.348 -4.380 1.912 0.310
H -1.032 -2.139 1.669 0.237
H -1.280 -4.008 1.606 0.328
H -2.386 -3.991 4.611 0.271
H -2.553 -2.588 3.247 0.174
H -1.740 -2.227 4.929 0.110
H -0.938 -0.596 3.208 0.271
H -1.341 0.761 5.602 0.372
H 0.860 2.150 6.781 0.243
H 3.421 2.211 5.489 0.251
C -5.654 -0.929 2.325 -0.668
C -5.342 -1.903 3.448 0.575
O -6.133 -2.882 3.549 -0.754
O -4.327 -1.606 4.139 -0.714
H -6.541 -1.239 1.765 0.288
H -5.837 0.068 2.738 0.216
H -4.808 -0.877 1.633 0.089
```

---

The following is a quantum chemistry calculation of a single C27H25FN2O4 molecule, from the OMol25 dataset.

Computed properties:
SMILES ... COc1ccc([C@H]2/C=C\CN(C(=O)Oc3ccccc3)CC(=O)N2Cc2ccc(F)cc2)cc1
Electronic energy ... -42292.6616 eV
Energy above the lowest of the compared OMol25 structures with the same formula, charge and spin ... 145.6 kJ/mol
Max |F| ... 0.55 eV Å⁻¹
LUMO level ... 0.674 eV

XYZ file:
```
59
Properties=species:S:1:pos:R:3:mulliken_charge:R:1
C 4.456 2.196 1.779 -0.487
O 3.506 2.918 1.032 -0.483
C 2.314 2.327 0.759 0.602
C 1.444 3.048 -0.060 -1.063
C 0.214 2.533 -0.402 -0.382
C -0.182 1.277 0.048 0.162
C -1.566 0.744 -0.276 -0.028
C -2.125 1.129 -1.627 -1.309
C -1.504 1.168 -2.796 -0.734
C -0.092 0.763 -3.072 -0.727
N 0.335 -0.320 -2.216 0.256
C 1.593 -0.298 -1.710 0.463
O 2.380 0.597 -1.906 -0.647
O 1.812 -1.410 -0.972 -0.325
C 2.954 -1.592 -0.215 0.387
C 2.800 -2.444 0.875 -0.317
C 3.877 -2.712 1.697 -0.571
C 5.110 -2.135 1.438 -0.528
C 5.259 -1.300 0.345 -0.570
C 4.189 -1.025 -0.492 -0.387
C -0.529 -1.464 -2.081 -1.432
C -1.208 -1.715 -0.733 1.120
O -1.360 -2.871 -0.377 -0.734
N -1.696 -0.686 -0.007 0.692
C -2.436 -1.011 1.208 -1.347
C -3.889 -0.653 1.048 0.378
C -4.635 -1.265 0.045 -0.233
C -5.961 -0.930 -0.152 -0.761
C -6.534 0.026 0.668 0.363
F -7.827 0.361 0.481 -0.335
C -5.818 0.649 1.674 -0.710
C -4.490 0.305 1.854 -0.242
C 0.670 0.582 0.892 -0.877
C 1.907 1.092 1.248 -0.026
H 4.110 2.016 2.802 0.299
H 4.697 1.240 1.304 0.033
H 5.345 2.823 1.807 0.282
H 1.763 4.011 -0.424 0.439
H -0.451 3.108 -1.031 0.540
H -2.240 1.220 0.451 0.908
H -3.171 1.406 -1.597 0.488
H -2.056 1.503 -3.665 0.431
H 0.598 1.596 -2.900 0.395
H -0.001 0.463 -4.125 0.531
H 1.832 -2.886 1.054 0.533
H 3.753 -3.372 2.543 0.404
H 5.951 -2.340 2.083 0.420
H 6.221 -0.857 0.132 0.440
H 4.309 -0.368 -1.336 0.465
H -1.327 -1.376 -2.823 0.492
H 0.030 -2.383 -2.290 0.406
H -2.328 -2.089 1.361 0.515
H -1.997 -0.479 2.057 0.415
H -4.167 -2.012 -0.577 0.467
H -6.552 -1.398 -0.923 0.453
H -6.298 1.388 2.296 0.435
H -3.920 0.784 2.638 0.403
H 0.387 -0.389 1.273 0.188
H 2.543 0.509 1.894 0.448
```

---

> Which value of electronic energy does entry 1 give?

-53589.0449 eV